Density functional theory data (ωB97M-V/def2-TZVPD) for the molecule C4H9NO.

HOMO-LUMO gap ... 10.5 eV
Maximum force ... 1.5 eV Å⁻¹
Structure (SMILES) ... CC(C)NC=O
2S+1 ... 1
Charge ... 0
ΔE to the lowest compared entry with this formula, charge and spin ... 90.7 kJ/mol

Element x y z (Å)
H1 0.041965 -1.303546 0.309977
H2 -1.546819 -1.129342 -1.569848
C1 -0.270670 -0.286551 0.007604
N1 0.928256 0.709815 0.017922
H3 0.119372 -0.749186 -2.021997
H4 -2.112994 -0.477515 1.191155
H5 2.989149 0.730322 0.457008
O1 2.094229 -1.066608 0.701993
C2 -0.734986 -0.405371 -1.427492
C3 2.071021 0.114500 0.409242
H6 0.991769 1.716101 -0.212050
H7 -1.046450 0.579088 -1.778284
H8 -0.707297 0.196191 2.024047
H9 -1.572370 1.191311 0.822312
C4 -1.244168 0.180793 1.068411

Atoms 1-3, force components in eV/Å:
H 0.608 1.049 -0.123
H 0.079 0.225 0.209
C 0.254 0.656 -0.107